{
  "formula": "C13H23NO4RbS4",
  "method": "ωB97M-V with the def2-TZVPD basis set",
  "symbols": ["Rb", "S", "S", "S", "S", "O", "O", "O", "O", "N", "C", "C", "C", "C", "C", "C", "C", "C", "C", "C", "C", "C", "C", "H", "H", "H", "H", "H", "H", "H", "H", "H", "H", "H", "H", "H", "H", "H", "H", "H", "H", "H", "H", "H", "H", "H"],
  "xyz": [[0.6984, 0.7467, 0.8462], [0.9766, -2.0850, -1.6365], [2.1775, 0.8670, -2.7546], [-1.2405, 1.2787, -2.2423], [-2.4968, -1.7585, -1.5049], [-0.1668, 5.5403, -0.7385], [0.9877, -1.3721, 2.5472], [-1.1518, 0.3584, 3.3106], [1.9602, 0.5283, 3.2225], [0.2406, 3.2410, -0.1912], [0.1655, 0.9853, 5.2420], [-3.1006, -0.6364, -2.7890], [-0.1764, 2.2703, -3.2998], [-2.0374, 0.2286, -3.4633], [-0.1227, -0.1043, 4.2282], [-0.2607, -3.3767, -1.8295], [0.9719, 1.5034, -3.9528], [-1.5656, -2.9461, -2.4992], [-0.5957, -1.3836, 4.8936], [1.3804, -1.7678, -3.3618], [0.0384, 4.3808, -0.4534], [1.0848, -0.3609, 3.2738], [2.5177, -0.7552, -3.4650], [-1.3482, -2.5007, -3.4706], [-0.7730, 2.7568, -4.0766], [0.1619, -4.2250, -2.3759], [2.8191, -0.6541, -4.5105], [-2.5275, 0.8402, -4.2283], [3.3906, -1.1322, -2.9274], [-3.6570, -1.2017, -3.5401], [-0.7179, 1.1688, 5.8656], [0.1405, -1.7362, 5.6200], [-1.5328, -1.2006, 5.4319], [0.4545, 1.9056, 4.7407], [0.9863, 0.6888, 5.8968], [0.5101, -1.3940, -3.9046], [1.4854, 2.1606, -4.6584], [0.2005, 3.0509, -2.6379], [-0.4544, -3.7353, -0.8162], [-1.9095, 0.6330, 3.8388], [-0.7477, -2.1568, 4.1447], [-3.8228, 0.0077, -2.2835], [0.5849, 0.6615, -4.5300], [1.6901, -2.7001, -3.8448], [-1.3240, -0.4126, -3.9885], [-2.1757, -3.8329, -2.6877]],
  "mulliken_charge": [0.712, 0.084, -0.016, 0.117, -0.033, -0.740, -0.747, -0.515, -0.793, -0.563, -1.627, -1.063, -0.467, -0.390, 2.064, -0.739, -0.756, -0.642, -1.624, -0.193, 0.485, -0.140, -1.066, 0.276, 0.378, 0.374, 0.443, 0.402, 0.397, 0.452, 0.450, 0.353, 0.395, 0.317, 0.332, -0.096, 0.444, 0.138, 0.387, 0.302, 0.332, 0.402, 0.305, 0.408, 0.044, 0.417],
  "total_charge": -1,
  "lumo_ev": 1.9,
  "e_above_lowest_kj_mol": 38.0,
  "orbital_gap_ev": 6.8074
}

{
  "formula": "C13H24AsF9KO9S4",
  "method": "ωB97M-V with the def2-TZVPD basis set",
  "symbols": ["As", "K", "S", "S", "S", "S", "F", "F", "F", "F", "F", "F", "F", "F", "F", "O", "O", "O", "O", "O", "O", "O", "O", "O", "C", "C", "C", "C", "C", "C", "C", "C", "C", "C", "C", "C", "C", "H", "H", "H", "H", "H", "H", "H", "H", "H", "H", "H", "H", "H", "H", "H", "H", "H", "H", "H", "H", "H", "H", "H", "H"],
  "xyz": [[2.2634, 1.8762, -12.8966], [-2.9740, 3.3073, -12.1207], [-4.3847, 7.1327, -6.8787], [-1.8784, 1.5309, -18.7956], [0.7489, 8.9724, -12.1096], [-6.4374, -1.8457, -14.0888], [-3.4522, 7.5112, -4.3398], [3.6022, 2.8880, -12.2372], [2.6292, 0.5052, -11.7731], [1.8369, 3.1435, -14.0526], [-3.0236, 5.5324, -5.0110], [0.8629, 0.8418, -13.4834], [3.2746, 1.0466, -14.0549], [1.1688, 2.6426, -11.7160], [-5.0213, 6.0542, -4.5409], [-5.7951, -0.9977, -13.1325], [-0.0172, 7.7839, -12.3813], [-2.1500, 1.9164, -17.4466], [0.1769, 10.2968, -11.8059], [-5.6370, -2.6825, -14.9997], [-5.6888, 7.7634, -6.6617], [-4.3585, 5.8895, -7.7448], [-2.8934, 1.6337, -19.8241], [-3.3845, 8.1167, -7.1655], [-0.2941, 2.3461, -19.3751], [-0.1314, -0.1296, -19.9162], [-7.6258, -2.8669, -13.1180], [1.9255, 9.2573, -13.5288], [-1.1974, -0.2067, -18.8308], [-3.9421, 6.4921, -5.0788], [0.6661, 1.1844, -19.7305], [2.0602, 8.5140, -10.8718], [3.2410, 9.5641, -12.8296], [3.3722, 8.5895, -11.6275], [-8.8540, -1.9942, -15.0325], [-7.7764, -1.0330, -15.1613], [-9.0550, -2.3708, -13.5629], [-7.4195, -2.5971, -12.0822], [-1.9943, -0.9297, -19.0045], [-8.6929, -2.9789, -15.4712], [3.6631, 7.5702, -11.8813], [-9.7151, -3.2249, -13.4114], [1.9170, 9.2093, -10.0446], [1.5549, 10.0099, -14.2247], [-0.5476, -0.1416, -20.9235], [0.4109, -1.0700, -20.0139], [4.0029, 9.4214, -13.5959], [-7.3743, -3.9185, -13.2549], [2.0747, 8.3223, -14.0687], [-7.9371, -0.0343, -14.7554], [4.1454, 8.8860, -10.9187], [0.2557, 2.9075, -18.6198], [1.2717, 0.8910, -18.8731], [1.7830, 7.5020, -10.5768], [-0.7696, -0.3711, -17.8418], [-7.3482, -0.8213, -16.1411], [1.3104, 1.5424, -20.5335], [-9.8189, -1.7668, -15.4857], [3.3115, 10.5866, -12.4586], [-9.3343, -1.4458, -13.0584], [-0.4850, 3.1674, -20.0659]],
  "mulliken_charge": [2.022, 0.995, 1.065, 1.017, 1.052, 1.077, -0.246, -0.505, -0.503, -0.492, -0.245, -0.543, -0.474, -0.506, -0.224, -0.638, -0.609, -0.601, -0.636, -0.632, -0.653, -0.671, -0.629, -0.624, -0.544, -0.692, -0.691, -0.739, -0.708, 0.600, -0.672, -0.627, -0.557, -0.597, -0.567, -0.667, -0.623, 0.369, 0.403, 0.301, 0.308, 0.311, 0.351, 0.408, 0.314, 0.382, 0.322, 0.368, 0.357, 0.341, 0.313, 0.318, 0.305, 0.355, 0.363, 0.396, 0.332, 0.339, 0.301, 0.318, 0.414],
  "total_charge": -1,
  "lumo_ev": 0.5,
  "orbital_gap_ev": 6.4200
}

{
  "formula": "C13H24BCl3GeOSi",
  "method": "ωB97M-V with the def2-TZVPD basis set",
  "symbols": ["Ge", "Cl", "Cl", "Cl", "Si", "O", "C", "C", "C", "C", "C", "C", "C", "C", "C", "C", "C", "C", "C", "B", "H", "H", "H", "H", "H", "H", "H", "H", "H", "H", "H", "H", "H", "H", "H", "H", "H", "H", "H", "H", "H", "H", "H", "H"],
  "xyz": [[3.0064, -1.5910, 9.1888], [2.0653, -3.2948, 5.8973], [0.9361, -3.0973, 3.0810], [1.8846, -0.5378, 4.4776], [0.0223, -0.6130, 9.9266], [-0.2085, -1.9427, 5.2691], [2.5000, -3.4858, 9.3574], [2.8254, -0.6259, 7.4963], [-4.1380, -1.6289, 3.8465], [-2.9530, -1.5765, 4.5667], [-1.0910, -2.7817, 5.6622], [-4.0388, -4.0436, 3.8066], [-2.8813, -4.0184, 4.5725], [-2.3710, -2.7784, 5.0399], [-0.9332, -1.6315, 11.1756], [1.8555, -0.5584, 10.4328], [-4.7148, -2.8553, 3.4980], [4.8935, -1.4080, 9.6496], [-0.6261, 1.1400, 9.7734], [1.1034, -2.1919, 4.6999], [3.1793, -4.1034, 8.7575], [3.4876, -1.0593, 6.7419], [2.0111, -0.9536, 11.4495], [-0.5730, -2.6681, 11.1990], [5.1610, -0.3474, 9.6947], [-0.8454, -3.5808, 6.3623], [-5.6558, -2.8812, 2.9295], [-4.6433, -0.6947, 3.5816], [3.0719, 0.4332, 7.6348], [-4.4478, -5.0013, 3.4788], [-1.9982, -1.6556, 10.9111], [-0.1170, 1.6712, 8.9590], [2.5914, -3.7804, 10.4116], [5.4909, -1.8953, 8.8705], [-0.4923, 1.7131, 10.7062], [1.8002, -0.7036, 7.1253], [-0.2808, -1.2347, 8.5669], [5.0973, -1.8813, 10.6148], [1.4769, -3.6616, 9.0123], [2.2256, 0.4799, 10.4262], [-2.4511, -0.6383, 4.8169], [-1.6983, 1.1241, 9.5369], [-0.8502, -1.2134, 12.1957], [-2.3342, -4.9214, 4.8439]],
  "mulliken_charge": [0.574, -0.297, -0.312, -0.287, 0.273, -0.425, -1.136, -1.017, -0.474, -0.381, -0.105, -0.526, -0.381, 0.489, -1.030, -0.939, -0.372, -1.176, -1.066, 0.706, 0.365, 0.460, 0.428, 0.304, 0.359, 0.484, 0.365, 0.366, 0.372, 0.370, 0.283, 0.300, 0.370, 0.351, 0.329, 0.020, -0.120, 0.351, 0.270, 0.410, 0.433, 0.288, 0.330, 0.395],
  "total_charge": 0,
  "lumo_ev": -2.3,
  "e_above_lowest_kj_mol": 72.3,
  "orbital_gap_ev": 6.9818
}

{
  "formula": "C13H24N2OSi2",
  "method": "ωB97M-V with the def2-TZVPD basis set",
  "symbols": ["Si", "Si", "O", "N", "N", "C", "C", "C", "C", "C", "C", "C", "C", "C", "C", "C", "C", "C", "H", "H", "H", "H", "H", "H", "H", "H", "H", "H", "H", "H", "H", "H", "H", "H", "H", "H", "H", "H", "H", "H", "H", "H"],
  "xyz": [[-1.8047, 1.3483, 1.4509], [1.5261, -2.7980, -0.1038], [-0.8137, -1.3612, 1.5268], [0.3912, -1.4401, -0.4095], [-0.7965, 0.5254, 0.1955], [1.5202, 2.2733, -2.0765], [-0.3739, 1.3483, -0.8985], [0.9966, 1.4587, -1.1019], [-1.1937, 1.9586, -1.8398], [-3.5741, 0.8572, 1.1205], [-1.2004, 0.9992, 3.1744], [-0.6802, 2.6073, -2.9530], [1.1177, -4.2442, -1.2135], [3.2100, -2.2216, -0.7267], [-0.4230, -0.7963, 0.5011], [-1.5969, 3.1855, 1.2316], [1.5911, -3.1961, 1.6844], [0.6934, 2.8516, -3.0216], [-1.8756, 3.5204, 0.2272], [-2.2719, 1.8533, -1.7768], [1.0225, 3.4287, -3.8832], [0.5969, -0.9792, -1.2780], [3.2751, -1.1839, -0.4096], [0.6513, -3.0213, 2.1743], [-1.6860, 0.1892, 3.6962], [1.8855, -4.2352, 1.8458], [1.6869, 1.0325, -0.3856], [-1.2361, 1.9005, 3.7748], [-0.5872, 3.4948, 1.4429], [0.0844, -4.5350, -1.1893], [2.3154, -2.5296, 2.1453], [-4.1699, 1.1632, 1.9833], [-1.3265, 2.9925, -3.7254], [-0.1468, 0.7063, 3.0281], [3.2842, -2.2558, -1.7933], [-3.6022, -0.2157, 0.9966], [1.4329, -4.0748, -2.2261], [1.7169, -5.0801, -0.8992], [-3.9314, 1.2721, 0.1987], [2.5881, 2.3932, -2.1841], [-2.2762, 3.6440, 1.9535], [3.9804, -2.8360, -0.2566]],
  "mulliken_charge": [0.060, 0.079, -0.658, -0.126, 0.494, -0.867, -0.410, 0.264, -0.113, -1.022, -1.098, -0.683, -1.076, -1.033, 0.397, -1.048, -1.009, -0.393, 0.325, 0.329, 0.356, 0.365, 0.255, 0.351, 0.320, 0.320, 0.478, 0.394, 0.302, 0.329, 0.300, 0.336, 0.410, 0.272, 0.356, 0.331, 0.334, 0.348, 0.318, 0.373, 0.402, 0.335],
  "total_charge": 0,
  "lumo_ev": 0.7,
  "e_above_lowest_kj_mol": 0.0,
  "smiles": "C[Si](C)(C)NC(=O)N(c1ccccc1)[Si](C)(C)C",
  "orbital_gap_ev": 9.5328
}